Entry 1:
11
Properties=species:S:1:pos:R:3:forces:R:3 method="wB97M-V/def2-TZVPD" e_tot_ha=-430.79864 gap_ev=8.95 homo_ev=-9.45 relative_energy_ev=3.329 smiles="O=C1NN=N/C1=C/O" max_force_ev_per_a=6.91
O -0.2658 1.9124 -0.0350 1.0 -2.1 -0.3
O -2.4398 0.0046 0.0540 1.5 -0.8 -0.6
N 1.8666 -0.6868 -0.0251 5.0 -4.7 0.5
N 0.8849 -1.4380 -0.0322 -0.7 -0.3 -1.0
N 1.6600 0.5584 0.1535 -1.1 3.8 -0.9
C 0.3423 0.8201 -0.0347 -3.3 1.0 0.6
C -1.4692 -0.9551 0.0595 -1.3 1.6 -1.0
C -0.2001 -0.5990 -0.0954 0.3 2.2 1.0
H 2.3737 1.2170 -0.1328 0.1 -0.2 0.4
H -1.7090 -1.9962 -0.0135 -0.7 -0.4 0.6
H -1.9374 0.8129 -0.2557 -0.8 -0.2 0.8

=====

Entry 2:
11
Properties=species:S:1:pos:R:3:forces:R:3 method="wB97M-V/def2-TZVPD" e_tot_ha=-430.63283 gap_ev=10.67 homo_ev=-10.42 relative_energy_ev=7.841 smiles=c1nnconco1 max_force_ev_per_a=6.42
O 1.0310 -0.5929 -0.4082 -2.3 -1.6 -1.8
O -1.4258 0.1980 0.7800 1.4 -0.6 -1.8
N 0.2755 1.4355 -1.0953 -1.0 4.7 2.5
N -1.1416 -1.2053 0.6458 1.8 1.3 -0.3
N 0.4999 1.7044 0.3072 -2.6 -3.9 0.2
C -0.2047 0.8244 1.0330 -0.5 5.4 2.5
C 0.4727 0.3129 -1.4837 1.9 -2.1 5.0
C 0.0500 -1.4101 0.1697 -2.0 5.0 -0.8
H 0.4058 0.1269 -2.4636 0.0 -2.0 -3.4
H 0.2695 -2.3335 0.3148 2.1 -6.1 0.2
H -0.2323 0.9398 2.2001 1.1 -0.1 -2.2

=====

Entry 3:
11
Properties=species:S:1:pos:R:3:forces:R:3 method="wB97M-V/def2-TZVPD" e_tot_ha=-430.70017 gap_ev=8.27 homo_ev=-9.35 relative_energy_ev=6.008 max_force_ev_per_a=5.50
O -1.3043 0.0410 -1.4165 -2.7 -0.2 -0.2
O 1.6430 1.3417 0.2290 -1.2 -0.6 1.9
N 1.7356 0.4328 1.4104 -0.7 -1.4 -3.3
N -1.1582 -1.4663 0.4453 4.9 1.8 0.9
N 1.0571 -0.6131 1.2923 -0.2 1.5 1.4
C -0.0480 -0.6599 0.4253 -4.8 -2.4 -1.4
C -0.2585 0.2562 -0.6527 -1.3 -1.6 1.3
C 0.5169 1.2759 -0.6156 4.7 2.5 0.0
H 0.7308 2.0386 -1.3163 -0.7 0.8 -0.8
H -0.8633 -2.1735 1.0699 -0.5 -1.4 1.4
H -2.0512 -0.4734 -0.8710 2.7 1.0 -1.2

=====

Entry 4:
11
Properties=species:S:1:pos:R:3:forces:R:3 method="wB97M-V/def2-TZVPD" e_tot_ha=-753.59118 gap_ev="8.63 / 8.63" homo_ev="-9.50 / -9.50" relative_energy_ev=7.119 max_force_ev_per_a=4.35
S -0.8145 0.1133 0.3427 -1.5 0.4 0.7
O 3.9072 0.4097 -0.0746 -0.9 1.5 -0.1
N -1.2634 1.1952 2.0234 1.3 -2.2 -1.7
N 3.9870 -0.7208 0.6028 -0.7 -0.6 -0.1
N 2.5915 0.7456 -0.3748 -0.4 -0.9 0.0
C 1.8339 -0.2668 0.0583 4.3 0.6 -0.4
C 0.4934 -0.4803 -0.3080 -2.0 1.6 1.8
C 2.7743 -1.1730 0.6684 -0.5 -1.1 0.4
H -0.5774 1.7863 2.4469 0.2 0.4 0.0
H 2.5882 -2.1513 1.1006 0.0 0.3 0.0
H -2.2249 1.5074 2.0636 0.1 0.1 -0.5

=====

Entry 5:
10
Properties=species:S:1:pos:R:3:forces:R:3 method="wB97M-V/def2-TZVPD" e_tot_ha=-678.48344 gap_ev=8.09 homo_ev=-9.44 relative_energy_ev=2.608 smiles="S/C=C1/N=CN=N1" max_force_ev_per_a=3.52
S 2.3169 -0.3008 0.0177 1.8 2.1 1.3
N -1.4594 1.1499 -0.0540 -1.0 0.1 0.8
N -0.6162 -0.9876 -0.1141 -1.3 -0.1 0.6
N -1.8956 -1.1091 0.0580 2.0 1.3 -0.4
C -0.3114 0.4068 -0.1044 -1.0 -2.2 -1.0
C 0.9712 0.7612 -0.1090 1.5 2.9 1.3
C -2.3749 0.2398 0.1144 0.4 -0.5 -0.2
H 3.1827 0.7833 0.6886 -1.6 -2.4 -1.6
H 1.2679 1.8629 0.0620 -0.9 -1.8 -0.6
H -3.4307 0.3470 0.3301 0.1 0.5 -0.2

=====

Entry 6:
10
Properties=species:S:1:pos:R:3:forces:R:3 method="wB97M-V/def2-TZVPD" e_tot_ha=-678.48010 gap_ev=7.03 homo_ev=-8.33 relative_energy_ev=2.699 smiles="S=Nc1c[nH]cn1" max_force_ev_per_a=6.02
S -3.2969 0.0270 -0.0648 -1.4 0.7 0.0
N -2.1095 -0.9478 0.0858 1.1 1.1 -0.5
N 0.1459 -1.4435 -0.0532 0.6 2.7 -0.6
N 1.2512 0.6037 -0.0661 -5.9 -1.4 0.3
C -0.8382 -0.3884 -0.1116 3.2 -0.6 1.7
C 1.2711 -0.7894 -0.0723 1.7 1.0 0.7
C -0.1505 0.8889 0.0231 0.4 -3.7 -1.3
H 2.2917 -1.0228 0.1649 0.2 -1.8 -0.5
H 2.0073 1.2396 -0.0182 0.5 0.4 0.1
H -0.5721 1.8328 0.1122 -0.4 1.5 0.0

=====

Entry 7:
11
Properties=species:S:1:pos:R:3:forces:R:3 method="wB97M-V/def2-TZVPD" e_tot_ha=-389.75555 gap_ev=9.12 homo_ev=-10.10 relative_energy_ev=3.079 max_force_ev_per_a=4.31
N -0.6788 -1.3308 -1.6439 -1.1 -2.2 -1.5
N 1.3488 -0.1482 1.0006 -2.8 1.0 1.1
N 0.2277 -0.1810 1.6711 3.7 -2.3 0.0
N 0.6111 0.5807 -1.1939 -0.3 -0.3 1.0
N -0.8557 0.4125 1.3232 -2.7 1.3 -2.7
C 1.3351 0.6722 -0.1419 -0.1 -0.8 -0.9
C -1.3275 0.3406 0.1000 2.2 -0.4 1.1
C -0.4894 -0.2978 -1.0120 -0.2 1.6 1.8
H -1.5852 -1.8191 -1.4722 1.0 0.6 0.2
H 2.1261 1.3571 -0.1372 1.2 1.0 -0.1
H -2.2209 0.8401 -0.1668 -0.9 0.5 0.1

=====

Entry 8:
11
Properties=species:S:1:pos:R:3:forces:R:3 method="wB97M-V/def2-TZVPD" e_tot_ha=-389.71382 gap_ev=8.92 homo_ev=-10.10 relative_energy_ev=4.214 smiles="N=c1nnccnn1" max_force_ev_per_a=6.44
N -0.5311 1.3099 -0.6122 1.2 -2.3 -0.7
N -0.6711 -1.0679 -0.7844 1.8 -0.4 -0.1
N 0.7049 1.3767 -0.4118 -1.8 2.7 -0.9
N 0.4918 -1.4554 -0.4750 1.0 -1.2 0.8
N -1.7238 0.1208 1.0555 1.3 -0.6 -3.9
C 1.3328 -0.8146 0.5306 -0.9 3.3 -2.0
C 1.3715 0.6074 0.4281 2.4 -3.8 3.2
C -1.0378 0.0353 -0.0631 -2.9 3.9 4.3
H 2.0563 1.2089 1.0989 -0.5 -0.9 -1.0
H -2.1141 -0.8099 1.0684 -0.3 -0.8 1.2
H 2.1646 -1.3555 1.0544 -1.3 0.2 -0.8

=====

Entry 9:
11
Properties=species:S:1:pos:R:3:forces:R:3 method="wB97M-V/def2-TZVPD" e_tot_ha=-389.74270 gap_ev=8.18 homo_ev=-9.64 relative_energy_ev=3.428 smiles="[H]/N=c1/ncncnn1" max_force_ev_per_a=6.02
N 0.8959 0.6693 -1.1238 -0.1 0.7 -0.8
N 0.9491 0.3542 1.8344 -2.2 -1.4 -0.2
N -0.6792 -1.2675 -0.6067 2.6 4.9 -2.0
N 0.6216 1.5161 -0.2278 -0.1 -2.6 -0.3
N -1.2805 0.6904 0.7066 1.1 -1.5 -0.4
C 0.1413 0.7060 0.9330 0.4 2.1 0.2
C 0.5288 -0.6485 -1.0603 -2.7 -5.3 1.0
C -1.5978 -0.2567 -0.1548 0.7 -1.0 1.9
H -2.6777 -0.4740 -0.3550 1.1 0.5 0.0
H 1.9260 0.2243 1.5837 -0.1 1.1 -0.1
H 1.1726 -1.5138 -1.5292 -0.8 2.5 0.8

=====

Entry 10:
8
Properties=species:S:1:pos:R:3:forces:R:3 method="wB97M-V/def2-TZVPD" e_tot_ha=-245.99878 gap_ev=10.54 homo_ev=-9.75 relative_energy_ev=2.524 smiles="O=C[C@@H]1C=N1" max_force_ev_per_a=2.38
O -1.0364 1.6532 -0.1011 -0.5 0.5 -0.4
N 1.3771 0.4961 0.0664 1.9 0.3 -1.4
C -1.0209 0.5468 -0.5669 0.9 -0.9 1.6
C 0.1584 -0.3361 -0.3219 -0.3 -1.0 0.8
C 1.0217 -0.3153 0.8998 -2.2 0.4 -0.8
H 1.1504 -0.7507 1.8302 0.4 -0.4 1.7
H 0.1923 -1.3672 -0.7034 0.3 0.9 -1.1
H -1.8426 0.0732 -1.1031 -0.4 0.2 -0.5

=====

Entry 11:
8
Properties=species:S:1:pos:R:3:forces:R:3 method="wB97M-V/def2-TZVPD" e_tot_ha=-246.04324 gap_ev=12.29 homo_ev=-11.43 relative_energy_ev=1.314 smiles=N#C[C@H]1CO1 max_force_ev_per_a=1.06
O 1.3182 0.0680 0.3379 0.1 0.0 0.1
N -1.8536 -0.7213 1.5991 0.9 -0.2 -0.5
C -0.9279 -0.7249 0.9069 -0.9 0.1 0.5
C 0.1349 -0.5817 -0.0767 -0.2 -0.1 -0.1
C 0.4290 0.7946 -0.4926 -0.1 0.2 -0.2
H 0.2584 -1.4151 -0.7661 0.0 0.2 0.1
H 0.7547 0.9818 -1.5126 0.1 0.0 0.1
H -0.1136 1.5985 0.0041 0.1 -0.1 -0.1

=====

Entry 12:
8
Properties=species:S:1:pos:R:3:forces:R:3 method="wB97M-V/def2-TZVPD" e_tot_ha=-246.06533 gap_ev=11.09 homo_ev=-10.91 relative_energy_ev=0.713 smiles="N#CCC=O" max_force_ev_per_a=2.77
O 1.6503 -1.2531 0.0946 -0.7 1.9 -0.5
N -2.3840 -0.9571 -0.0988 -2.0 -1.1 -0.3
C 1.1876 -0.1761 -0.2247 1.2 -0.3 -1.2
C -0.1616 0.3270 0.1487 -1.9 1.3 1.6
C -1.3714 -0.4573 -0.0715 2.2 0.6 0.4
H -0.1833 0.5488 1.2380 0.4 -0.5 -0.2
H 1.7019 0.6272 -0.8913 0.1 -1.4 0.9
H -0.4395 1.3405 -0.1950 0.7 -0.4 -0.6

=====

Entry 13:
8
Properties=species:S:1:pos:R:3:forces:R:3 method="wB97M-V/def2-TZVPD" e_tot_ha=-246.08297 gap_ev=10.48 homo_ev=-9.58 relative_energy_ev=0.233 smiles="C=CN=C=O" max_force_ev_per_a=0.87
O 2.1928 0.3605 1.3537 -0.5 -0.7 -0.3
N 0.5377 -1.1078 0.4526 0.4 0.3 0.2
C -0.6423 -0.5796 -0.1335 -0.2 0.3 -0.1
C -0.6619 0.6274 -0.6900 0.0 -0.1 0.1
C 1.3786 -0.3429 0.8999 0.3 0.2 0.2
H -1.5025 -1.2386 -0.0679 0.1 0.1 0.0
H 0.2692 1.1843 -0.7753 -0.2 0.1 0.0
H -1.5716 1.0965 -1.0396 0.0 -0.2 -0.1

=====

Entry 14:
8
Properties=species:S:1:pos:R:3:forces:R:3 method="wB97M-V/def2-TZVPD" e_tot_ha=-246.02189 gap_ev=10.49 homo_ev=-9.80 relative_energy_ev=1.895 max_force_ev_per_a=2.97
O -1.3165 -0.2284 0.4535 2.6 -0.4 1.2
N 0.1683 0.4569 -1.0972 -0.2 -0.1 -0.3
C 0.9306 -0.0312 -0.0744 0.5 -0.2 0.0
C 0.3463 -0.5580 0.9991 -2.3 1.6 -1.0
C -1.0704 0.2851 -0.7282 0.8 -0.1 0.1
H 2.0098 -0.0306 -0.1196 0.1 0.2 -0.2
H -1.8527 0.5680 -1.4552 0.0 -0.4 1.0
H 0.7845 -0.4619 2.0220 -1.6 -0.6 -0.6

=====

Entry 15:
8
Properties=species:S:1:pos:R:3:forces:R:3 method="wB97M-V/def2-TZVPD" e_tot_ha=-246.03231 gap_ev=11.11 homo_ev=-10.42 relative_energy_ev=1.612 smiles="C#CC(N)=O" max_force_ev_per_a=3.42
O -1.7895 0.9727 -0.5402 -0.7 0.6 -0.1
N -0.3689 -0.6650 -1.0523 1.8 -1.1 0.1
C 0.1291 0.6517 0.9103 0.2 -1.5 -2.4
C 1.2530 0.4822 1.3346 0.6 1.0 1.1
C -0.7998 0.3409 -0.3181 -0.6 2.2 2.6
H 2.2212 0.5915 1.8456 -1.1 -0.3 -0.5
H -0.9797 -1.2044 -1.6063 -0.9 -0.1 -0.7
H 0.3346 -1.1696 -0.5737 0.8 -0.8 0.0

=====

Entry 16:
8
Properties=species:S:1:pos:R:3:forces:R:3 method="wB97M-V/def2-TZVPD" e_tot_ha=-246.05057 gap_ev=11.07 homo_ev=-10.56 relative_energy_ev=1.115 smiles="N#CCC=O" max_force_ev_per_a=2.79
O -2.0538 0.0321 -0.2926 -0.1 -1.2 -0.5
N 2.6045 0.4151 -0.5497 -1.1 -0.4 0.3
C 0.2079 -0.4240 0.1051 -0.3 0.3 0.1
C 1.5474 0.0489 -0.2552 0.7 0.7 -0.2
C -1.0418 0.5427 0.1277 -1.7 -1.0 -0.7
H 0.2772 -0.9537 1.0667 -0.1 0.3 -0.1
H -1.4318 1.5255 0.4242 2.5 0.9 0.9
H -0.1095 -1.1866 -0.6262 0.1 0.4 0.2

=====

Entry 17:
8
Properties=species:S:1:pos:R:3:forces:R:3 method="wB97M-V/def2-TZVPD" e_tot_ha=-246.05063 gap_ev=10.05 homo_ev=-11.17 relative_energy_ev=1.113 smiles="CC(=O)C#N" max_force_ev_per_a=8.03
O -0.6666 -1.3112 -1.1799 0.6 5.7 3.8
N -2.3260 1.0392 0.7168 0.7 -0.4 -0.1
C -1.4457 0.4424 0.2677 -2.4 1.1 0.2
C 0.9383 0.0169 0.0150 2.3 -2.4 1.0
C -0.4221 -0.2568 -0.4024 0.0 -6.7 -4.4
H 0.9256 -0.2560 1.1278 0.3 0.3 -1.3
H 1.6886 -0.6810 -0.5244 -1.4 1.1 0.9
H 1.3078 1.0066 -0.0207 0.0 1.3 -0.2

=====

Entry 18:
9
Properties=species:S:1:pos:R:3:forces:R:3 method="wB97M-V/def2-TZVPD" e_tot_ha=-321.23938 gap_ev=9.26 homo_ev=-10.14 relative_energy_ev=3.762 max_force_ev_per_a=1.23
O 0.7708 -0.8717 -1.0444 0.0 0.4 0.5
O 1.7037 0.3135 0.9067 -0.3 -0.1 -0.1
N -2.5485 0.1181 -1.2466 -0.6 0.0 -0.2
C -0.1167 -0.1689 -0.4053 0.2 0.1 0.4
C 0.4509 0.4825 0.7865 -0.1 0.3 -0.5
C -1.4768 -0.0539 -0.8885 1.1 -0.1 0.5
H -0.2836 -0.5260 1.1114 -0.1 -0.1 -0.3
H 1.6140 -0.5942 -0.4860 -0.3 -0.1 -0.2
H -0.1137 1.3006 1.2663 0.1 -0.3 -0.1

=====

Entry 19:
9
Properties=species:S:1:pos:R:3:forces:R:3 method="wB97M-V/def2-TZVPD" e_tot_ha=-321.27256 gap_ev=10.58 homo_ev=-9.71 relative_energy_ev=2.860 smiles=Oc1ccon1 max_force_ev_per_a=2.60
O -1.0677 -1.1378 -0.5406 0.7 1.3 -2.2
O 2.0458 0.1486 0.2164 0.0 0.0 -0.1
N 0.3318 -1.0713 -0.6899 0.7 -1.6 1.0
C 0.7386 -0.0752 0.0494 -0.4 -0.7 -0.5
C -1.4091 0.0585 -0.0819 -0.3 0.3 0.8
C -0.3617 0.6849 0.4956 -0.2 0.2 0.1
H 2.4922 -0.5776 -0.2513 0.1 0.2 0.2
H -0.4371 1.4663 1.2077 0.3 0.9 0.0
H -2.3329 0.5036 -0.4055 -0.7 -0.5 0.7

=====

Entry 20:
9
Properties=species:S:1:pos:R:3:forces:R:3 method="wB97M-V/def2-TZVPD" e_tot_ha=-321.20991 gap_ev="7.51 / 7.51" homo_ev="-9.09 / -9.09" relative_energy_ev=4.564 max_force_ev_per_a=1.28
O -0.1107 -2.0254 0.3791 -0.1 0.1 -0.1
O 0.1916 -0.0895 -1.7150 0.0 -0.2 0.5
N 0.1397 2.6854 0.2867 -0.1 -1.1 -0.4
C 0.0722 0.2043 -0.4418 -0.1 -0.1 0.3
C -0.0989 -0.7814 0.5800 0.2 0.4 0.2
C 0.0999 1.5873 -0.0814 0.1 1.2 0.3
H -0.8586 -0.2159 1.2803 -0.8 -0.2 -0.6
H 0.1777 -1.0663 -1.8202 -0.1 0.1 0.4
H 0.3873 -0.2987 1.5324 0.9 -0.2 -0.4